The following is a quantum chemistry calculation of C44H26ClF9N2O3PRuS as an isolated structure, from the OMol25 dataset.

Results
Strongest force on any atom, eV/Å: 0.7
LUMO (alpha / beta), eV: -0.73 / -1.72
Spin multiplicity: 6

Last column: Löwdin charge in e.
Atoms and positions in Å:
Ru 0.15 0.93 -0.71  1.231
Cl 0.25 7.05 3.17  0.640
C 0.37 5.43 2.51  -0.671
C 1.37 4.58 2.97  -0.105
C 1.45 3.30 2.44  -0.017
C 0.56 2.86 1.46  -0.312
O 0.73 1.60 1.02  -0.269
C -0.46 3.72 1.00  -0.163
C -1.40 3.38 0.00  -0.080
N -1.40 2.22 -0.70  -0.113
C -2.35 1.94 -1.65  -0.248
C -3.60 2.55 -1.78  -0.018
C -4.47 2.17 -2.81  -0.073
C -4.14 1.22 -3.74  -0.050
C -2.88 0.57 -3.65  -0.156
C -2.41 -0.40 -4.55  0.007
C -1.18 -0.98 -4.39  -0.037
C -0.41 -0.63 -3.28  -0.116
N -0.82 0.28 -2.41  -0.064
C -2.02 0.92 -2.59  -0.157
C -0.53 5.02 1.56  -0.070
H 2.06 4.91 3.73  0.105
H 2.22 2.61 2.76  0.122
H -2.11 4.14 -0.30  0.109
H -3.91 3.30 -1.06  0.101
H -5.44 2.65 -2.88  0.108
H -4.81 0.96 -4.54  0.112
H -3.05 -0.69 -5.39  0.125
H -0.81 -1.72 -5.08  0.112
H 0.55 -1.09 -3.08  0.112
H -1.30 5.70 1.22  0.111
O 3.72 0.08 0.17  0.064
C 3.17 0.91 -0.52  -0.593
O 2.27 0.59 -1.45  -0.307
C 3.40 2.37 -0.36  -0.185
C 4.32 2.85 0.56  -0.016
C 4.47 4.21 0.77  -0.073
C 3.68 5.10 0.06  -0.071
C 2.76 4.64 -0.88  -0.100
C 2.63 3.27 -1.09  -0.556
S 1.47 2.67 -2.28  0.870
H 4.91 2.12 1.12  0.123
H 5.19 4.58 1.49  0.106
H 3.77 6.17 0.22  0.109
H 2.14 5.34 -1.43  0.107
F 4.21 -6.70 0.04  0.147
C 3.74 -6.14 -1.09  -0.590
F 3.05 -7.09 -1.74  0.143
F 4.79 -5.82 -1.85  0.142
C 2.87 -4.95 -0.79  -0.111
C 1.77 -5.12 0.06  0.001
C 0.95 -4.05 0.34  -0.065
C 1.22 -2.80 -0.23  -0.335
C 2.31 -2.63 -1.07  -0.053
C 3.14 -3.71 -1.35  0.018
P 0.16 -1.38 0.17  1.065
C -1.54 -1.88 -0.27  -0.356
C -1.79 -2.89 -1.18  -0.064
C -3.07 -3.07 -1.70  0.003
C -4.09 -2.22 -1.30  -0.114
C -3.86 -1.22 -0.37  0.009
C -2.58 -1.04 0.13  -0.098
C -5.45 -2.38 -1.94  -0.587
F -5.44 -1.91 -3.21  0.138
F -5.82 -3.66 -2.01  0.144
F -6.40 -1.71 -1.28  0.146
C 0.22 -1.34 1.99  -0.332
C 1.42 -0.87 2.53  -0.063
C 1.58 -0.82 3.91  0.014
C 0.55 -1.23 4.74  -0.115
C -0.64 -1.71 4.20  -0.001
C -0.80 -1.77 2.83  -0.061
C 0.69 -1.12 6.23  -0.588
F 1.98 -1.10 6.61  0.139
F 0.11 -2.15 6.87  0.139
F 0.12 0.00 6.70  0.147
H 1.58 -6.09 0.50  0.129
H 0.11 -4.18 1.01  0.118
H 2.53 -1.65 -1.47  0.078
H 4.00 -3.58 -1.99  0.126
H -0.99 -3.54 -1.52  0.109
H -3.27 -3.85 -2.42  0.130
H -4.66 -0.55 -0.07  0.128
H -2.39 -0.23 0.83  0.113
H 2.22 -0.54 1.89  0.094
H 2.50 -0.46 4.33  0.127
H -1.43 -2.05 4.86  0.125
H -1.72 -2.16 2.42  0.102

The following is a quantum chemistry calculation of a 2-piece molecular cluster, C6H11NS overall in a non-equilibrium geometry, from the OMol25 dataset.

Results
Strongest force on any atom, eV/Å: 4.8
LUMO (alpha / beta), eV: -0.30 / 0.69
Spin multiplicity: 1

Last column: Löwdin charge in e.
Atoms and positions in Å:
C 0.25 1.22 -0.20  -0.638
C -0.55 -1.69 2.13  -0.151
C -1.16 -0.59 3.05  -0.174
C -1.76 -0.91 1.77  -0.057
C -0.21 -0.06 -2.26  -0.060
C 1.77 1.31 -2.07  -0.098
N 0.53 0.92 -1.45  -0.300
S 1.04 2.06 0.92  0.630
H 0.32 -1.44 1.72  0.020
H -0.54 -2.79 2.42  0.113
H -1.55 -0.65 3.99  0.049
H -0.53 0.34 3.22  0.096
H -2.70 -1.06 1.29  0.064
H 0.25 -0.99 -2.48  0.059
H -1.15 -0.51 -1.82  0.097
H -0.37 0.57 -3.25  0.129
H 1.79 1.58 -3.11  0.090
H 2.13 2.18 -1.72  0.036
H 2.45 0.49 -2.15  0.094

The following is a quantum chemistry calculation of one molecule with the formula H2OS5 in a non-equilibrium geometry, from the OMol25 dataset.

Results
Strongest force on any atom, eV/Å: 2.0
LUMO, eV: -0.43
Spin multiplicity: 1

Last column: Löwdin charge in e.
Atoms and positions in Å:
O 1.37 -1.37 0.06  -0.671
S -1.53 -1.46 0.32  0.060
S -1.32 -0.47 -1.54  0.314
S -0.61 -0.26 1.63  0.070
S 0.92 1.76 -0.06  0.318
S 1.40 -0.22 0.93  0.337
H 2.26 1.97 -0.03  -0.203
H -2.50 0.05 -1.32  -0.226

The following is a quantum chemistry calculation of C30H27BF4IrNPS5 as an isolated structure in a non-equilibrium geometry, from the OMol25 dataset.

Results
Strongest force on any atom, eV/Å: 5.1
LUMO (alpha / beta), eV: -2.02 / -2.58
Spin multiplicity: 2

Last column: Löwdin charge in e.
Atoms and positions in Å:
Ir -1.74 0.80 -0.04  1.041
C -5.08 -1.39 0.89  -0.051
C -4.07 -1.27 -0.21  -0.309
C -3.21 -2.32 -0.50  -0.021
C -2.30 -2.23 -1.55  -0.278
C -1.36 -3.34 -1.86  -0.039
C -2.30 -1.09 -2.35  -0.037
C -3.17 -0.02 -2.11  -0.322
C -3.35 1.07 -3.12  -0.020
C -4.02 -0.11 -0.99  -0.076
H -4.72 -0.87 1.78  0.030
H -5.26 -2.43 1.16  0.083
H -6.03 -0.93 0.61  0.087
H -3.25 -3.22 0.09  0.120
H -0.33 -2.99 -1.77  0.063
H -1.50 -3.69 -2.89  0.087
H -1.50 -4.18 -1.19  0.079
H -1.64 -1.05 -3.21  0.126
H -3.03 2.03 -2.75  0.059
H -4.40 1.16 -3.39  0.099
H -2.78 0.85 -4.02  0.086
H -4.76 0.66 -0.84  0.133
S -0.23 2.40 7.17  0.603
C -0.58 2.13 5.60  -1.477
S 0.06 3.06 4.27  0.927
C -0.68 2.13 2.97  -1.069
C -1.47 1.06 3.37  -1.102
S -2.24 -0.08 2.38  0.728
S -1.63 0.82 5.09  0.916
S -0.31 2.58 1.39  0.815
N -0.10 -0.32 -0.10  -0.399
P 1.47 -0.23 -0.10  0.760
C 2.27 -1.87 -0.13  -0.284
C 1.53 -2.98 0.22  -0.097
C 2.14 -4.23 0.24  -0.074
C 3.47 -4.36 -0.10  -0.079
C 4.22 -3.23 -0.43  -0.076
C 3.63 -1.98 -0.43  -0.088
C 2.21 0.49 1.41  -0.313
C 1.75 0.00 2.63  -0.104
C 2.28 0.48 3.81  -0.094
C 3.28 1.44 3.78  -0.086
C 3.76 1.90 2.56  -0.069
C 3.24 1.42 1.38  -0.085
C 2.05 0.75 -1.51  -0.291
C 1.83 2.13 -1.46  -0.106
C 2.15 2.91 -2.55  -0.064
C 2.67 2.33 -3.70  -0.079
C 2.87 0.96 -3.76  -0.079
C 2.54 0.17 -2.67  -0.084
H 0.49 -2.85 0.49  0.091
H 1.56 -5.10 0.52  0.104
H 3.94 -5.33 -0.10  0.104
H 5.26 -3.33 -0.69  0.105
H 4.20 -1.10 -0.65  0.111
H 0.95 -0.73 2.63  0.103
H 1.91 0.11 4.75  0.110
H 3.69 1.83 4.70  0.108
H 4.55 2.64 2.53  0.106
H 3.61 1.78 0.43  0.102
H 1.39 2.57 -0.58  0.048
H 1.97 3.98 -2.52  0.110
H 2.92 2.95 -4.55  0.104
H 3.25 0.50 -4.66  0.104
H 2.66 -0.91 -2.72  0.102
F -3.37 2.52 0.34  -0.007
B -2.98 3.60 -0.53  -1.343
F -3.95 3.86 -1.44  0.185
F -2.61 4.67 0.20  0.182
F -1.85 3.01 -1.20  -0.019

The following is a quantum chemistry calculation of a 9-piece molecular cluster, C20H63N5O9 overall in a non-equilibrium geometry, from the OMol25 dataset.

Results
SMILES string: COC[C@H](C)N.COC[C@H](C)N.COC[C@H](C)N.COC[C@H](C)N.COC[C@H](C)N.O.O.O.O
Strongest force on any atom, eV/Å: 2.9
LUMO, eV: 0.38
Spin multiplicity: 1

Last column: Löwdin charge in e.
Atoms and positions in Å:
O 4.45 1.03 5.11  -0.055
H 4.95 1.26 5.89  0.027
H 3.92 0.29 5.37  0.027
O -5.89 -0.36 4.64  -0.054
H -5.14 -0.38 4.04  0.026
H -6.01 0.57 4.83  0.027
O -1.50 0.03 2.76  -0.055
H -1.02 -0.40 3.47  0.025
H -1.25 0.95 2.83  0.028
O 0.03 -2.66 6.23  -0.057
H 0.60 -3.35 5.91  0.023
H -0.23 -2.95 7.11  0.029
C -3.63 6.05 -2.23  -0.051
C -4.83 6.39 -3.24  -0.383
C -4.41 7.28 -4.45  -0.239
O -5.49 7.46 -5.32  -0.196
C -5.26 8.60 -6.18  -0.089
N -5.34 5.12 -3.78  0.020
H -2.92 5.41 -2.76  0.065
H -3.94 5.50 -1.35  0.066
H -3.13 6.96 -1.92  0.062
H -5.60 6.88 -2.64  0.129
H -3.67 6.73 -5.04  0.121
H -3.90 8.18 -4.09  0.117
H -4.34 8.44 -6.74  0.083
H -5.07 9.52 -5.62  0.080
H -6.13 8.75 -6.82  0.088
H -6.12 5.31 -4.40  0.061
H -4.66 4.72 -4.41  0.066
C 0.67 5.49 5.21  -0.075
C 1.22 6.18 3.97  -0.429
C 2.55 6.97 4.15  -0.157
O 2.99 7.60 2.90  -0.184
C 2.35 8.81 2.64  -0.142
N 1.46 5.11 2.98  0.025
H 1.44 4.87 5.67  0.075
H -0.14 4.79 5.00  0.074
H 0.22 6.16 5.94  0.074
H 0.42 6.81 3.57  0.130
H 3.28 6.22 4.47  0.121
H 2.40 7.70 4.95  0.113
H 1.46 8.71 2.02  0.085
H 3.01 9.55 2.18  0.084
H 2.08 9.33 3.55  0.081
H 2.20 4.54 3.36  0.064
H 1.83 5.49 2.12  0.063
C 0.69 -8.13 5.47  -0.040
C 1.29 -7.77 4.09  -0.473
C 0.24 -7.52 3.03  -0.207
O -0.43 -8.80 2.90  -0.197
C -1.74 -8.65 2.28  -0.086
N 2.04 -6.56 4.20  0.017
H 0.39 -9.18 5.54  0.077
H -0.16 -7.46 5.56  0.077
H 1.38 -7.84 6.27  0.069
H 2.00 -8.54 3.77  0.135
H 0.66 -7.26 2.05  0.123
H -0.39 -6.69 3.33  0.125
H -1.68 -8.16 1.31  0.079
H -2.44 -8.08 2.90  0.083
H -2.13 -9.65 2.08  0.082
H 2.84 -6.86 4.75  0.073
H 2.33 -6.34 3.26  0.069
C -4.29 -3.43 -3.74  -0.085
C -3.84 -2.35 -4.68  -0.391
C -5.01 -1.92 -5.67  -0.225
O -5.27 -3.02 -6.46  -0.191
C -5.95 -2.72 -7.70  -0.093
N -3.62 -1.17 -3.83  0.007
H -4.96 -3.03 -2.97  0.083
H -3.41 -3.86 -3.27  0.078
H -4.76 -4.27 -4.26  0.074
H -2.95 -2.62 -5.26  0.134
H -4.83 -1.00 -6.22  0.119
H -5.95 -1.71 -5.15  0.122
H -5.39 -2.05 -8.35  0.085
H -6.97 -2.33 -7.65  0.081
H -6.12 -3.66 -8.22  0.083
H -3.47 -1.32 -2.84  0.062
H -4.47 -0.63 -3.79  0.057
C 10.08 -2.70 -1.37  -0.064
C 8.75 -3.46 -1.53  -0.434
C 7.45 -2.62 -1.21  -0.138
O 6.19 -3.34 -1.41  -0.214
C 5.07 -2.59 -1.01  -0.134
N 8.76 -4.10 -2.81  0.014
H 10.14 -1.76 -1.93  0.076
H 11.02 -3.18 -1.65  0.070
H 10.23 -2.50 -0.31  0.069
H 8.66 -4.34 -0.89  0.127
H 7.26 -1.77 -1.86  0.117
H 7.42 -2.26 -0.18  0.120
H 5.12 -1.65 -1.54  0.082
H 4.95 -2.41 0.06  0.084
H 4.11 -3.03 -1.30  0.086
H 9.40 -4.88 -2.84  0.077
H 7.85 -4.54 -2.80  0.064

The following is a quantum chemistry calculation of C20H26FN7O2STc as an isolated structure, from the OMol25 dataset.

Results
Strongest force on any atom, eV/Å: 0.1
Charge: +2
LUMO (alpha / beta), eV: -6.25 / -7.16
Spin multiplicity: 4

Last column: Löwdin charge in e.
Atoms and positions in Å:
Tc -0.28 -1.89 -0.77  1.518
C 1.93 4.33 2.36  -0.059
C 1.06 4.08 1.14  -0.220
N 1.35 2.79 0.50  0.063
C 0.75 1.67 0.79  -0.578
S -0.58 1.56 1.91  1.129
N 1.08 0.52 0.17  0.039
N 0.33 -0.49 0.55  -0.177
C -0.47 -0.27 1.76  -0.668
C 0.26 -0.86 2.97  -0.033
C -1.83 -0.91 1.60  -0.262
C -2.87 -0.71 2.49  0.012
C -4.06 -1.40 2.30  0.011
C -4.17 -2.28 1.23  -0.009
C -3.10 -2.43 0.38  -0.102
N -1.95 -1.75 0.55  -0.060
H 1.68 5.30 2.79  0.091
H 2.98 4.33 2.09  0.084
H 1.76 3.57 3.12  0.074
H 1.22 4.84 0.37  0.129
H -0.01 4.11 1.39  0.098
H 2.10 2.78 -0.21  0.121
H 1.25 -0.42 3.05  0.097
H 0.35 -1.94 2.85  0.085
H -0.29 -0.65 3.89  0.095
H -2.75 -0.03 3.32  0.132
H -4.88 -1.26 2.98  0.134
H -5.08 -2.85 1.05  0.129
H -3.14 -3.10 -0.47  0.125
O 3.32 3.52 -1.54  -0.059
C 2.89 3.57 -2.91  -0.192
N 1.87 2.58 -3.05  0.099
C 0.55 2.91 -3.17  -0.426
O 0.15 4.04 -3.35  0.111
C -0.45 1.80 -2.95  -0.075
C -1.79 2.07 -3.18  0.052
C -2.74 1.12 -2.83  -0.001
C -2.32 -0.04 -2.21  -0.094
N -1.03 -0.31 -1.98  -0.091
C -0.11 0.58 -2.39  -0.088
H 4.15 4.00 -1.45  0.110
H 3.73 3.36 -3.57  0.140
H 2.45 4.54 -3.15  0.134
H 2.15 1.62 -2.93  0.135
H -2.07 3.02 -3.60  0.141
H -3.79 1.28 -3.01  0.127
H -3.04 -0.79 -1.88  0.106
H 0.91 0.29 -2.21  0.088
C 1.13 -6.95 0.52  -0.068
C 1.64 -5.69 1.23  -0.183
C 1.01 -4.48 0.72  -0.103
N 0.51 -3.52 0.32  0.067
H 1.64 -7.81 0.93  0.090
H 1.34 -6.90 -0.55  0.088
H 0.06 -7.08 0.67  0.085
H 2.72 -5.56 1.09  0.137
H 1.45 -5.73 2.30  0.133
F 1.05 -2.10 -2.04  -0.461

The highest strongest force on any atom belongs to which entry? C30H27BF4IrNPS5

Which of these has the lowest strongest force on any atom? C20H26FN7O2STc

Copy entry 2 word for word.
The following is a quantum chemistry calculation of a 2-piece molecular cluster, C6H11NS overall in a non-equilibrium geometry, from the OMol25 dataset.

Results
Strongest force on any atom, eV/Å: 4.8
LUMO (alpha / beta), eV: -0.30 / 0.69
Spin multiplicity: 1

Last column: Löwdin charge in e.
Atoms and positions in Å:
C 0.25 1.22 -0.20  -0.638
C -0.55 -1.69 2.13  -0.151
C -1.16 -0.59 3.05  -0.174
C -1.76 -0.91 1.77  -0.057
C -0.21 -0.06 -2.26  -0.060
C 1.77 1.31 -2.07  -0.098
N 0.53 0.92 -1.45  -0.300
S 1.04 2.06 0.92  0.630
H 0.32 -1.44 1.72  0.020
H -0.54 -2.79 2.42  0.113
H -1.55 -0.65 3.99  0.049
H -0.53 0.34 3.22  0.096
H -2.70 -1.06 1.29  0.064
H 0.25 -0.99 -2.48  0.059
H -1.15 -0.51 -1.82  0.097
H -0.37 0.57 -3.25  0.129
H 1.79 1.58 -3.11  0.090
H 2.13 2.18 -1.72  0.036
H 2.45 0.49 -2.15  0.094